1.
ORCA calculation (the ωB97M-V functional and the def2-TZVPD basis) on H34O17Tl as an isolated structure in a non-equilibrium geometry.

Last column: Löwdin charge in e.
CARTESIAN COORDINATES (ANGSTROEM)
Tl: 10.5482 -23.8117 -4.8359  1.59
O: 11.7984 -26.5995 -4.9105  -0.01
H: 11.2711 -27.3672 -4.6896  0.01
H: 12.6759 -26.8113 -4.5921  0.09
O: 9.8832 -25.7609 -2.5846  -0.03
H: 10.0709 -26.6995 -2.5747  0.04
H: 9.0633 -25.6750 -2.0981  0.07
O: 8.5818 -26.5641 -5.2520  -0.05
H: 7.9766 -27.0009 -4.6527  0.05
H: 8.3965 -26.9538 -6.1064  0.07
O: 9.6579 -22.4910 -2.3079  -0.02
H: 8.8471 -21.9848 -2.2565  -0.01
H: 10.2098 -22.1312 -1.6136  0.08
O: 9.0024 -21.1354 -5.3752  -0.05
H: 8.0900 -20.9573 -5.6037  0.07
H: 9.3830 -20.2716 -5.2166  0.05
O: 11.5077 -25.2229 -7.6455  -0.06
H: 11.5474 -26.1758 -7.7267  0.05
H: 11.6074 -24.9014 -8.5415  0.06
O: 10.1160 -28.7764 -4.0263  -0.02
H: 10.0395 -29.7225 -3.9030  0.08
H: 9.2633 -28.4304 -3.7626  0.03
O: 11.9519 -21.4021 -3.9148  -0.02
H: 12.6792 -20.9470 -4.3392  0.00
H: 12.1875 -21.4184 -2.9872  0.07
O: 7.3555 -23.7370 -4.2581  -0.02
H: 7.0700 -24.5124 -4.7412  0.01
H: 6.8511 -23.7615 -3.4450  0.07
O: 13.7840 -20.2782 -5.5573  -0.01
H: 13.7656 -19.9307 -6.4490  0.09
H: 14.1029 -19.5509 -5.0229  0.09
O: 10.9696 -19.4590 -7.6248  0.00
H: 10.2009 -19.1856 -8.1255  0.08
H: 10.7195 -19.3274 -6.7102  0.04
O: 12.5167 -23.9021 -2.5833  -0.04
H: 13.3614 -23.4556 -2.6417  0.06
H: 12.6194 -24.5157 -1.8558  0.08
O: 7.4426 -21.0597 -2.1874  -0.01
H: 7.2951 -20.8381 -3.1068  0.05
H: 6.8641 -20.4708 -1.7028  0.09
O: 6.3139 -24.7629 -7.0704  -0.02
H: 5.8431 -24.3982 -6.3209  0.05
H: 5.6646 -25.3017 -7.5225  0.09
O: 8.7047 -23.6946 -7.4437  -0.02
H: 7.9910 -24.3325 -7.4421  0.00
H: 8.9131 -23.5700 -8.3696  0.07
O: 11.1765 -22.1558 -7.2663  0.00
H: 11.1887 -21.1996 -7.3083  0.00
H: 10.7727 -22.4271 -8.0907  0.06
O: 13.7446 -23.1273 -5.2853  -0.03
H: 14.6012 -23.4858 -5.5176  0.08
H: 13.8909 -22.1841 -5.2129  0.00

Results
E: -40022.005 eV
multiplicity: 1
highest occupied orbital energy: -19.69 eV
total charge: +3
energy relative to the best compared isomer or geometry (same formula, charge and spin): 0.473 eV

=====

2.
ORCA calculation (the ωB97M-V functional and the def2-TZVPD basis) on a 4-piece molecular cluster, C18H32ClNO14 overall in a non-equilibrium geometry.

Last column: Löwdin charge in e.
CARTESIAN COORDINATES (ANGSTROEM)
C: 1.2765 -2.1493 1.6578  -0.01
C: 1.4280 -1.4294 0.2457  -0.39
O: 2.5829 -1.4123 -0.2718  0.01
N: 0.3539 -0.7789 -0.5208  0.01
C: -0.7063 -0.1842 0.3582  -0.20
C: -1.9552 -1.2243 0.3491  -0.18
C: -3.0248 -0.7734 1.4481  -0.15
C: -4.4671 -1.5007 1.2795  -0.16
O: -4.5349 -2.7936 1.9358  0.00
C: -4.2651 -3.8537 1.0590  -0.42
O: -4.6288 -3.9578 -0.1213  0.11
O: -3.5414 -4.9615 1.6190  -0.04
C: -2.1288 -4.8323 1.3809  -0.14
C: -1.7039 -5.0525 -0.1625  -0.64
O: -0.8264 -4.3940 -0.7393  0.00
Cl: -2.5927 -6.3819 -1.0737  0.63
H: 1.6350 -1.4145 2.4675  0.10
H: 0.2189 -2.4775 1.9188  0.05
H: 1.9790 -3.0582 1.7423  0.10
H: -0.1021 -1.5435 -1.0571  0.12
H: -0.3439 0.0614 1.4142  0.13
H: -1.0116 0.8272 -0.1068  0.12
H: -2.3737 -1.2137 -0.7216  0.14
H: -1.5026 -2.2567 0.5069  0.06
H: -2.6656 -0.8306 2.5263  0.12
H: -3.2409 0.3441 1.2454  0.12
H: -5.1993 -0.8177 1.8543  0.14
H: -4.8200 -1.4868 0.1987  0.14
H: -1.6705 -3.8842 1.8314  0.13
H: -1.6311 -5.7060 1.9479  0.16
C: 0.7508 5.8882 -2.1008  -0.04
O: 0.7027 4.5843 -1.5239  -0.03
C: 1.8856 3.9447 -1.5025  -0.60
O: 2.9318 4.3763 -1.9172  0.13
O: 1.6937 2.7432 -0.9384  -0.01
C: 2.8708 1.9388 -0.8449  -0.03
H: -0.2560 6.3059 -2.0642  0.09
H: 1.4159 6.5385 -1.5287  0.10
H: 1.0657 5.8362 -3.1451  0.10
H: 3.6237 2.4270 -0.2220  0.10
H: 3.2708 1.7242 -1.8379  0.11
H: 2.5933 0.9960 -0.3750  0.06
C: 5.1731 -2.6925 -2.0112  -0.04
O: 6.5323 -2.3194 -1.7788  0.00
C: 6.9467 -2.5061 -0.5164  -0.60
O: 6.2841 -2.9458 0.3904  0.12
O: 8.2311 -2.1173 -0.4387  0.00
C: 8.8072 -2.2612 0.8575  -0.05
H: 4.9482 -2.4999 -3.0607  0.09
H: 5.0276 -3.7576 -1.8174  0.10
H: 4.4975 -2.0922 -1.3980  0.07
H: 8.8064 -3.3090 1.1656  0.10
H: 8.2769 -1.6439 1.5858  0.10
H: 9.8410 -1.9185 0.8019  0.09
C: -6.6622 4.4257 1.2537  -0.05
O: -5.2500 4.2266 1.2239  -0.01
C: -4.7060 4.3253 -0.0007  -0.60
O: -5.3010 4.5584 -1.0231  0.12
O: -3.3842 4.1184 0.1137  0.00
C: -2.6706 4.1937 -1.1207  -0.04
H: -6.9910 4.3235 2.2883  0.09
H: -6.9174 5.4294 0.9073  0.10
H: -7.1710 3.6688 0.6528  0.10
H: -2.7674 5.1883 -1.5616  0.10
H: -3.0209 3.4271 -1.8154  0.10
H: -1.6166 4.0112 -0.9094  0.08

Results
SMILES: CC(=O)NCCCCOC(=O)OCC(=O)Cl.COC(=O)OC.COC(=O)OC.COC(=O)OC
E: -61859.902 eV
multiplicity: 1
highest occupied orbital energy: -9.93 eV
total charge: 0
energy relative to the best compared isomer or geometry (same formula, charge and spin): 2.013 eV

=====

3.
ORCA calculation (the ωB97M-V functional and the def2-TZVPD basis) on C4H7LiO2Pd as an isolated structure in a non-equilibrium geometry.

Last column: Löwdin charge in e.
CARTESIAN COORDINATES (ANGSTROEM)
O: -1.1754 -0.7631 -1.0933  -0.11
C: -0.4790 -1.8238 -1.1097  -0.33
C: 0.5445 -1.9094 -0.0832  0.07
Li: -1.9650 -2.8419 -0.2741  0.89
Pd: -0.3595 0.5847 0.1420  1.05
H: -0.4061 -2.4913 -1.9661  0.16
H: 0.1631 -1.9903 0.9223  0.10
H: 1.4024 -2.5051 -0.3527  0.12
C: 0.9348 1.6597 1.1107  -0.17
C: 1.2268 0.1575 0.8691  -0.22
O: -0.2458 2.2676 0.9072  -0.01
H: 1.7315 2.3560 1.3565  0.16
H: 1.0369 -0.0605 1.8830  0.07
H: 2.0944 -0.5153 0.8676  0.12
H: -1.0876 1.8970 1.1471  0.09

Results
E: -12012.536 eV
<S²>: 2.04
multiplicity: 3
highest occupied orbital energy (spin up / spin down): -15.95 / -17.98 eV
total charge: +2

=====

4.
ORCA calculation (the ωB97M-V functional and the def2-TZVPD basis) on a 5-piece molecular cluster, C19H18F8NO12P overall in a non-equilibrium geometry.

Last column: Löwdin charge in e.
CARTESIAN COORDINATES (ANGSTROEM)
F: -2.2426 -1.8374 -3.0129  0.03
C: -2.2930 -0.9377 -4.0646  -0.28
F: -2.3510 -1.5984 -5.3002  0.03
C: -3.5754 -0.0388 -3.9638  -0.61
F: -4.6760 -0.8870 -3.9565  0.02
F: -3.6612 0.7916 -5.0709  0.02
P: -3.6181 1.0562 -2.4051  1.05
C: -1.8146 1.5991 -2.2468  -0.51
C: -1.3252 2.3893 -3.3554  -0.08
C: 0.1010 2.7942 -3.2822  -0.02
C: 0.7614 2.3049 -2.0713  -0.06
C: 0.1147 1.5410 -1.0156  -0.12
N: -1.1921 1.1882 -1.1154  0.03
H: -1.3323 -0.3655 -4.0828  0.16
H: -4.0009 0.2850 -1.2731  -0.06
H: -1.9653 2.6773 -4.2221  0.10
H: 0.6115 3.3735 -4.0754  0.10
H: 1.8407 2.5354 -1.9469  0.09
H: 0.7282 1.2353 -0.1369  0.11
O: 2.1277 3.0403 0.0395  0.12
C: 2.6364 3.0845 1.1174  -0.51
O: 3.3361 2.0619 1.6723  0.09
C: 3.8906 2.5528 2.8941  -0.06
C: 2.9686 3.6885 3.2237  -0.32
F: 3.6224 4.6767 3.8714  0.08
O: 2.5798 4.1626 1.9459  0.14
H: 4.9158 2.8834 2.7205  0.13
H: 3.8950 1.7812 3.6629  0.14
H: 2.0814 3.3987 3.7927  0.18
O: 5.6931 5.1768 2.1514  0.17
C: 5.4911 5.9381 1.2623  -0.53
O: 5.8212 7.2564 1.2925  0.08
C: 5.5387 7.7839 -0.0017  -0.06
C: 4.5121 6.8196 -0.5207  -0.32
F: 4.6023 6.6838 -1.8656  0.08
O: 4.8901 5.5987 0.0855  0.13
H: 6.4522 7.7859 -0.6007  0.15
H: 5.1596 8.8028 0.0639  0.14
H: 3.4834 7.0631 -0.2440  0.18
O: -2.4133 -4.9021 2.9432  0.17
C: -2.4046 -4.0651 2.0991  -0.53
O: -2.7994 -4.2722 0.8135  0.07
C: -2.7681 -3.0039 0.1597  -0.06
C: -1.7904 -2.2387 1.0022  -0.32
F: -2.0951 -0.9220 1.0313  0.06
O: -1.9911 -2.7815 2.2952  0.14
H: -3.7676 -2.5633 0.1729  0.15
H: -2.4420 -3.1023 -0.8744  0.13
H: -0.7455 -2.3677 0.7086  0.18
O: -5.3349 -10.0392 2.6726  0.18
C: -4.3309 -9.4747 2.3850  -0.54
O: -4.2824 -8.2488 1.7976  0.08
C: -2.9080 -7.8689 1.7437  -0.07
C: -2.2094 -9.1953 1.8003  -0.32
F: -1.0140 -9.0941 2.4330  0.07
O: -3.0781 -9.9784 2.5954  0.14
H: -2.6737 -7.2333 2.5989  0.13
H: -2.6884 -7.3198 0.8289  0.14
H: -2.0704 -9.6747 0.8278  0.17

Results
SMILES: FC(F)C(F)(F)Pc1ccccn1.O=C1OC[C@@H](F)O1.O=C1OC[C@@H](F)O1.O=C1OC[C@@H](F)O1.O=C1OC[C@@H](F)O1
E: -77082.007 eV
multiplicity: 1
highest occupied orbital energy: -8.85 eV
total charge: 0

=====

5.
ORCA calculation (the ωB97M-V functional and the def2-TZVPD basis) on a 2-piece molecular cluster, BrH3NO2P overall in a non-equilibrium geometry.

Last column: Löwdin charge in e.
CARTESIAN COORDINATES (ANGSTROEM)
H: -0.5026 -1.7251 1.2135  -0.04
N: -0.1457 -0.9142 0.7667  -0.29
P: 0.6406 0.0867 1.7471  0.83
O: 1.5603 0.8460 0.6554  -0.41
H: 1.1292 0.7089 -0.2359  -0.04
O: -1.4258 0.0419 -1.2871  -0.63
Br: -0.4834 1.3655 -2.0233  0.74
H: -0.7726 -0.4096 -0.8364  -0.16

Results
SMILES: [H]/N=P/O.OBr
E: -84963.555 eV
multiplicity: 1
highest occupied orbital energy: -9.94 eV
total charge: 0
energy relative to the best compared isomer or geometry (same formula, charge and spin): 0.771 eV

=====

6.
ORCA calculation (the ωB97M-V functional and the def2-TZVPD basis) on a 7-piece molecular cluster, C16H39N6O13P overall.

Last column: Löwdin charge in e.
CARTESIAN COORDINATES (ANGSTROEM)
C: 5.9384 -0.4420 3.6928  0.10
C: 6.2372 0.3247 2.8202  -0.16
C: 6.4429 1.2590 1.7084  -0.23
C: 5.3870 2.3662 1.6596  -0.27
C: 3.9989 1.8643 1.2109  -0.36
P: 2.5313 2.5761 2.1896  0.81
C: 2.9454 1.6548 3.7144  -0.19
O: 1.1312 3.2706 2.9739  -0.41
C: -0.1260 2.8022 2.5313  -0.31
C: -0.3404 1.2940 2.6805  -0.23
C: -1.8081 0.8916 2.8200  -0.26
C: -2.0034 -0.5791 2.4193  -0.11
H: 5.7528 -1.1407 4.4715  0.02
H: 6.4200 0.6720 0.7898  0.12
H: 7.4418 1.6833 1.8287  0.11
H: 5.7391 3.0794 0.9128  0.10
H: 5.3296 2.8891 2.6165  0.09
H: 3.8550 2.1467 0.1643  0.07
H: 3.9763 0.7707 1.2434  0.08
H: 1.7048 2.1517 1.1481  0.02
H: 3.0851 3.8628 2.1040  0.06
H: 4.0065 1.6769 3.9526  0.03
H: 2.6216 0.6162 3.6590  0.05
H: 2.4198 2.1316 4.5362  0.03
H: -0.3317 3.0852 1.4925  0.10
H: -0.8783 3.3170 3.1381  0.12
H: 0.2448 0.8658 3.4962  0.09
H: 0.0149 0.8201 1.7611  0.08
H: -2.1485 1.0501 3.8427  0.10
H: -2.3618 1.5183 2.1166  0.09
H: -1.0588 -1.1254 2.4448  0.07
H: -2.6854 -1.1049 3.0845  0.06
H: -2.3815 -0.6721 1.4046  0.04
C: -5.3469 0.9335 1.1579  0.05
N: -5.7719 -0.4921 1.1900  -0.44
O: -6.9533 -0.7425 1.0399  0.05
O: -4.8982 -1.3114 1.3581  0.07
H: -6.2254 1.5467 0.9982  0.09
H: -4.8729 1.1501 2.1108  0.09
H: -4.6341 1.0346 0.3441  0.10
C: 1.1256 0.4451 6.9074  0.04
N: 0.5650 -0.6377 6.0556  -0.45
O: 1.3220 -1.4948 5.6517  0.06
O: -0.6244 -0.5828 5.8188  0.06
H: 2.1886 0.2775 7.0342  0.09
H: 0.9337 1.3844 6.3964  0.09
H: 0.6053 0.4127 7.8596  0.10
C: -7.4442 -2.7802 -1.7131  0.04
N: -7.0187 -1.4626 -2.2597  -0.45
O: -5.8983 -1.0823 -1.9951  0.05
O: -7.8285 -0.8537 -2.9267  0.06
H: -6.6213 -3.1897 -1.1400  0.09
H: -8.3119 -2.6009 -1.0864  0.10
H: -7.7022 -3.4117 -2.5578  0.10
C: -0.3467 0.6221 -2.5131  0.04
N: -0.5407 1.0852 -1.1123  -0.41
O: -1.6138 0.8888 -0.5820  0.08
O: 0.4010 1.6390 -0.5762  0.03
H: -1.2648 0.1515 -2.8436  0.09
H: -0.1070 1.5021 -3.1032  0.11
H: 0.4776 -0.0785 -2.5141  0.08
C: 0.1750 -2.3948 -6.2420  0.04
N: -0.0275 -1.9744 -4.8292  -0.43
O: -1.0952 -2.2091 -4.3061  0.08
O: 0.9047 -1.4152 -4.2821  0.05
H: -0.7349 -2.8704 -6.5868  0.10
H: 0.4002 -1.4988 -6.8127  0.10
H: 1.0136 -3.0808 -6.2641  0.08
C: 2.2806 -2.9907 -10.3491  0.05
N: 1.8521 -3.4985 -9.0169  -0.44
O: 0.8346 -4.1561 -8.9558  0.07
O: 2.5551 -3.2140 -8.0682  0.05
H: 1.5594 -3.3219 -11.0861  0.10
H: 2.3192 -1.9077 -10.2845  0.10
H: 3.2684 -3.3959 -10.5451  0.10

Results
SMILES: C#CCCC[PH2](C)OCCCC.C[N+](=O)[O-].C[N+](=O)[O-].C[N+](=O)[O-].C[N+](=O)[O-].C[N+](=O)[O-].C[N+](=O)[O-]
E: -62051.499 eV
multiplicity: 1
highest occupied orbital energy: -8.50 eV
total charge: 0
energy relative to the best compared isomer or geometry (same formula, charge and spin): 0.000 eV